1.
{"formula": "C10H19N2O4S", "method": "ωB97M-V with the def2-TZVPD basis set", "total_charge": 1, "e_lumo_ev": -4.56, "orbital_gap_ev": 6.8, "elements": ["N", "C", "C", "O", "C", "C", "C", "N", "C", "S", "C", "H", "H", "H", "H", "H", "H", "H", "H", "H", "H", "H", "H", "H", "H", "H", "C", "C", "O", "C", "O", "O", "H", "H", "H", "H"], "coordinates": [[-3.02, -1.40, 1.93], [-2.30, -0.48, 0.97], [-1.95, -1.18, -0.50], [-2.80, -2.42, -0.54], [-0.39, -1.70, -0.57], [0.72, -0.53, -0.86], [2.05, -1.15, -0.08], [3.06, -1.62, -0.88], [2.62, -1.36, -2.32], [3.12, -2.60, -3.66], [1.09, -0.77, -2.47], [-2.47, -2.26, 2.15], [-4.00, -1.61, 1.64], [-1.34, -0.05, 1.51], [-3.03, 0.44, 0.74], [-2.22, -0.45, -1.39], [-2.73, -2.72, -1.50], [-0.13, -2.16, 0.49], [-0.20, -2.56, -1.36], [0.45, 0.60, -0.60], [1.91, -1.12, 1.08], [3.93, -2.06, -0.49], [3.29, -0.41, -2.58], [3.09, -3.91, -3.15], [1.25, 0.20, -3.11], [0.31, -1.36, -3.12], [0.23, 4.26, 2.37], [-0.53, 3.87, 1.13], [-0.15, 2.52, 0.93], [0.24, 2.04, 2.14], [0.47, 0.86, 2.37], [0.35, 3.04, 3.07], [-0.31, 5.00, 2.97], [1.23, 4.64, 2.14], [-1.61, 3.92, 1.28], [-0.25, 4.49, 0.27]]}


2.
{"formula": "C3H5NO2", "method": "ωB97M-V with the def2-TZVPD basis set", "e_lumo_ev": [-1.43, -1.43], "orbital_gap_ev": [8.1, 8.1], "elements": ["O", "C", "C", "O", "C", "N", "H", "H", "H", "H", "H"], "coordinates": [[-0.18, 1.49, 1.12], [0.57, 0.94, 0.22], [0.35, -0.48, 0.01], [-1.67, -0.23, -0.11], [0.78, -1.16, -1.18], [1.13, -1.69, -2.14], [-1.45, 0.56, 0.48], [0.85, 1.50, -0.69], [1.65, 0.50, 0.55], [0.23, -1.08, 0.91], [-2.15, -0.85, 0.46]]}


3.
{"formula": "C5H16N4", "method": "ωB97M-V with the def2-TZVPD basis set", "e_lumo_ev": 0.77, "orbital_gap_ev": 7.1, "elements": ["C", "C", "C", "N", "H", "H", "H", "H", "H", "H", "H", "H", "H", "C", "N", "N", "C", "N", "H", "H", "H", "H", "H", "H", "H"], "coordinates": [[-1.72, -0.06, 2.08], [-2.40, 0.70, 0.99], [-1.42, -1.53, 1.85], [-0.32, 0.81, 2.15], [-2.13, 0.09, 3.08], [0.45, 0.28, 1.71], [-0.04, 1.29, 3.00], [-0.71, -1.96, 2.56], [-2.62, 0.12, 0.09], [-3.27, 1.27, 1.30], [-0.93, 1.50, 1.44], [-1.02, -1.69, 0.85], [-2.35, -2.12, 1.89], [0.80, 0.73, -3.16], [1.54, 0.16, -2.04], [2.85, -0.24, -2.34], [1.00, 0.00, -0.81], [1.52, -0.54, 0.23], [3.51, 0.30, -1.78], [2.97, -1.23, -2.12], [2.48, -0.87, 0.10], [-0.03, 0.36, -0.73], [-0.18, 1.05, -2.82], [1.33, 1.59, -3.58], [0.68, -0.02, -3.94]]}


4.
{"formula": "C15H11ClCoN2O6S", "method": "ωB97M-V with the def2-TZVPD basis set", "spin_multiplicity": 4, "e_lumo_ev": [-0.63, -0.78], "orbital_gap_ev": [8.2, 8.1], "elements": ["Co", "O", "Cl", "O", "O", "O", "O", "S", "O", "N", "C", "C", "C", "C", "C", "C", "C", "C", "N", "C", "C", "C", "C", "C", "C", "C", "H", "H", "H", "H", "H", "H", "H", "H", "H", "H", "H"], "coordinates": [[1.56, -1.12, -0.32], [4.85, -2.72, 0.04], [3.73, -2.65, -0.83], [3.92, -3.35, -2.04], [2.51, -3.10, -0.13], [3.41, -1.21, -1.13], [0.05, -1.62, -1.85], [-0.94, -0.70, -1.25], [-2.14, -1.24, -0.69], [-0.02, 0.08, -0.21], [-0.43, 0.41, 1.09], [-1.53, 1.15, 1.44], [-1.80, 1.44, 2.80], [-0.98, 1.00, 3.80], [0.16, 0.22, 3.47], [1.05, -0.31, 4.43], [2.10, -1.09, 4.04], [2.27, -1.36, 2.67], [1.47, -0.87, 1.75], [0.42, -0.08, 2.12], [-1.41, 0.42, -2.53], [-2.72, 0.89, -2.56], [-3.09, 1.80, -3.54], [-2.16, 2.21, -4.48], [-0.86, 1.73, -4.45], [-0.48, 0.82, -3.48], [-2.19, 1.52, 0.67], [-2.67, 2.02, 3.04], [-1.19, 1.22, 4.83], [0.88, -0.10, 5.48], [2.79, -1.51, 4.76], [3.08, -1.99, 2.32], [-3.43, 0.53, -1.82], [-4.11, 2.17, -3.57], [-2.46, 2.92, -5.25], [-0.15, 2.05, -5.20], [0.52, 0.43, -3.45]]}


| no. | total energy (Ha) |
| --- | --- |
| 1 | -1200.6906 |
| 2 | -322.3987 |
| 3 | -418.9772 |
| 4 | -3380.0901 |